(1)
Here is a 20-piece molecular cluster, C56H158N31O27 overall in a non-equilibrium geometry from the Open Molecules 2025 dataset. Energies are from ωB97M-V/def2-TZVPD.

Charge   -1
HOMO energy   -6.91 eV
Electronic energy   -5957.502220 Eh
HOMO-LUMO gap   8.40 eV
E_LUMO   0.0548 Eh

Each line ends with the Löwdin charge.
Positions of all 272 atoms, in Å:
C -0.8110 -1.5899 1.5572  -0.09
C -0.6977 -0.1165 1.7741  -0.50
O -1.5883 0.2727 2.7347  -0.36
H -0.4483 -2.1241 2.4661  0.08
H -0.2355 -1.9156 0.6761  0.06
H -1.8436 -1.8539 1.3342  0.06
H -0.7549 0.4265 0.7731  0.10
H 0.2845 0.2298 2.0555  0.05
C 0.1506 -11.4345 -1.5956  -0.10
O 0.7868 -10.8726 -2.7791  -0.22
C 1.2272 -9.5060 -2.5259  -0.22
C 2.0602 -9.0362 -3.6968  -0.23
N 2.4153 -7.6801 -3.3449  -0.04
C 3.5664 -7.2887 -4.1908  -0.19
C 4.0343 -5.8828 -3.7695  -0.23
O 3.0240 -4.9413 -4.0533  -0.25
C 3.5344 -3.6611 -3.7446  -0.10
H -0.1891 -12.4573 -1.7543  0.07
H -0.8122 -10.9106 -1.3922  0.09
H 0.8333 -11.4441 -0.7386  0.08
H 1.7325 -9.5437 -1.5703  0.11
H 0.3402 -8.8900 -2.3856  0.12
H 1.5263 -9.2361 -4.6354  0.13
H 2.8900 -9.7458 -3.7459  0.12
H 1.6904 -7.0391 -3.6220  0.10
H 3.3704 -7.2985 -5.2814  0.13
H 4.4932 -7.8210 -4.0861  0.11
H 4.9401 -5.5681 -4.3052  0.12
H 4.1549 -5.8030 -2.6821  0.13
H 2.8431 -2.9164 -4.1574  0.09
H 4.5215 -3.4901 -4.2062  0.09
H 3.7209 -3.6091 -2.6710  0.09
C -0.2300 3.8810 -3.5774  -0.08
O -0.6808 5.2328 -3.5775  -0.19
C -0.2482 6.0026 -4.6142  -0.26
C -0.8053 7.4594 -4.5757  -0.22
N -2.2298 7.4509 -4.6439  -0.07
C -2.8920 8.7964 -4.8641  -0.18
C -2.9145 9.1209 -6.3285  -0.24
O -3.5797 10.3979 -6.4384  -0.21
C -3.3757 11.0952 -7.6504  -0.12
H -0.7191 3.4894 -2.7091  0.07
H 0.8270 3.6232 -3.6510  0.07
H -0.6744 3.3993 -4.4737  0.08
H -0.5361 5.5711 -5.5869  0.12
H 0.8471 5.9886 -4.6047  0.12
H -0.4105 7.9746 -5.4449  0.10
H -0.4075 8.0381 -3.6910  0.13
H -2.5773 7.0016 -3.7932  0.05
H -2.3036 9.5638 -4.3240  0.12
H -3.9362 8.6889 -4.5142  0.13
H -3.3422 8.3591 -7.0287  0.13
H -1.8342 9.1971 -6.5489  0.11
H -4.1220 11.8884 -7.6391  0.08
H -3.3417 10.4794 -8.5655  0.09
H -2.3856 11.5670 -7.5132  0.09
C 5.0147 0.4180 5.1943  -0.11
O 4.8458 1.4919 6.0856  -0.20
C 5.7311 1.2726 7.1051  -0.30
C 5.4548 2.2413 8.2159  -0.23
N 5.7018 3.6329 7.8507  -0.02
C 4.8337 4.5962 8.6066  -0.20
C 3.4015 4.6204 8.2246  -0.26
O 3.2675 4.9939 6.8975  -0.18
C 2.4692 4.1933 6.1045  -0.11
H 4.3588 0.6683 4.3428  0.08
H 4.8971 -0.5774 5.7242  0.10
H 6.0771 0.4422 4.8118  0.10
H 6.7749 1.4679 6.7725  0.13
H 5.6337 0.2204 7.5087  0.14
H 6.1389 2.0080 9.0390  0.12
H 4.4350 1.9620 8.5272  0.12
H 5.1549 3.6965 6.9645  0.07
H 5.1175 5.6250 8.3751  0.11
H 4.9992 4.5234 9.6846  0.12
H 2.9497 5.3802 8.8638  0.12
H 2.8859 3.6626 8.3488  0.12
H 2.0768 4.7788 5.2552  0.10
H 1.6824 3.6676 6.6616  0.08
H 3.0857 3.5064 5.5462  0.07
C 2.6735 2.1734 1.8142  -0.11
O 3.4114 3.3196 1.4808  -0.20
C 2.6188 4.4964 1.2301  -0.22
C 3.4105 5.6382 1.7525  -0.20
N 4.7114 5.8349 1.0061  -0.04
C 5.6841 6.7530 1.6621  -0.20
C 6.1170 6.4660 3.0790  -0.23
O 6.3731 5.0496 3.2113  -0.21
C 6.4211 4.5558 4.5569  -0.09
H 1.9235 2.4879 2.5726  0.09
H 3.3908 1.5212 2.2831  0.06
H 2.1707 1.7823 0.8912  0.09
H 1.6436 4.5199 1.7983  0.12
H 2.4009 4.6211 0.1438  0.13
H 3.5402 5.5930 2.8334  0.11
H 2.8248 6.5213 1.4199  0.13
H 5.1238 4.9142 0.9455  0.08
H 5.3963 7.8025 1.6148  0.11
H 6.5674 6.5688 1.0426  0.11
H 5.3520 6.7431 3.8326  0.11
H 6.9988 7.0434 3.3485  0.11
H 6.1825 3.4869 4.5592  0.07
H 5.6686 5.0449 5.2070  0.08
H 7.4684 4.6111 4.8996  0.09
C -1.8545 -6.3585 3.4298  -0.06
O -3.0167 -6.4025 2.5580  -0.21
C -3.3403 -5.1842 1.9074  -0.25
C -4.4893 -5.4902 1.0090  -0.22
N -5.3556 -4.3352 0.8981  -0.06
C -4.7903 -3.1228 0.3933  -0.22
C -4.3571 -3.1120 -1.0725  -0.19
O -5.4714 -3.5626 -1.8260  -0.20
C -5.2551 -3.5537 -3.1560  -0.15
H -2.0708 -5.6903 4.2678  0.06
H -0.9186 -6.1873 2.8767  0.05
H -1.8183 -7.3460 3.8855  0.09
H -2.4441 -4.8997 1.3524  0.10
H -3.6693 -4.4518 2.6735  0.13
H -5.0080 -6.3185 1.5267  0.13
H -4.1053 -5.8890 0.0680  0.12
H -6.1223 -4.6245 0.2974  0.11
H -3.9853 -2.7315 1.0154  0.10
H -5.6040 -2.3867 0.4304  0.12
H -3.5896 -3.8942 -1.2626  0.13
H -4.1354 -2.0861 -1.4509  0.12
H -4.6755 -2.7314 -3.5582  0.06
H -6.1325 -3.7633 -3.7320  0.09
H -4.6007 -4.4471 -3.2833  0.10
C -5.2793 -4.4959 -8.0148  -0.12
O -4.6890 -4.4738 -6.7210  -0.20
C -3.2298 -4.5181 -6.7927  -0.19
C -2.6335 -3.1686 -7.1927  -0.20
N -2.6909 -2.2256 -6.0435  -0.06
C -2.7017 -0.7697 -6.3177  -0.17
C -3.3545 0.0180 -5.1815  -0.20
O -2.8118 -0.3686 -3.8978  -0.24
C -3.0314 0.5922 -2.8518  -0.09
H -4.6402 -4.6341 -8.8866  0.08
H -5.7530 -3.5436 -8.1658  0.08
H -5.9841 -5.3105 -8.0994  0.08
H -3.0183 -5.2691 -7.5703  0.12
H -2.8906 -4.8814 -5.8148  0.12
H -3.0830 -2.8590 -8.1424  0.11
H -1.6037 -3.3833 -7.5309  0.12
H -3.5260 -2.3939 -5.4767  0.09
H -3.2493 -0.6307 -7.2422  0.12
H -1.6703 -0.3822 -6.2753  0.10
H -4.4582 -0.0627 -5.1715  0.13
H -3.0637 1.0677 -5.3452  0.12
H -2.4844 0.2295 -1.9646  0.09
H -4.0998 0.7527 -2.6300  0.08
H -2.7212 1.5967 -3.1984  0.08
C 2.3315 1.4161 -2.1430  -0.08
O 1.8036 1.6006 -3.4691  -0.24
C 1.5541 0.3889 -4.1703  -0.23
C 1.0681 0.6589 -5.5416  -0.21
N 2.1281 1.0911 -6.5099  -0.04
C 2.4102 2.5089 -6.4609  -0.22
C 1.5320 3.3272 -7.4109  -0.21
O 1.6896 3.0816 -8.8230  -0.20
C 2.9780 3.5354 -9.2793  -0.11
H 1.4679 0.9712 -1.6047  0.09
H 2.6016 2.4046 -1.7834  0.08
H 3.2030 0.7689 -1.9935  0.07
H 0.7584 -0.1928 -3.6431  0.13
H 2.4595 -0.2466 -4.1849  0.13
H 0.1167 1.2660 -5.5177  0.12
H 0.7928 -0.3095 -5.9775  0.11
H 1.7757 0.8989 -7.4462  0.10
H 3.4624 2.6981 -6.6246  0.10
H 2.2104 2.8564 -5.4341  0.11
H 1.5988 4.3933 -7.2302  0.11
H 0.5231 3.0720 -7.0973  0.11
H 2.9546 3.5761 -10.3777  0.08
H 3.8251 2.8790 -8.9861  0.09
H 3.0700 4.6356 -9.0819  0.10
C 3.7080 -1.5795 0.6400  -0.65
O 3.4668 -1.1134 -0.4842  -0.03
N 4.7770 -2.4633 0.6480  0.15
N 2.9019 -1.2173 1.6409  0.20
H 5.2885 -2.0714 -0.1364  0.10
H 5.1928 -2.8995 1.4563  0.08
H 2.3579 -0.4504 1.2687  0.08
H 2.9004 -1.5561 2.5711  0.06
C 1.1510 0.5722 5.3259  -0.75
O 1.5842 0.4554 6.4646  0.02
N 0.2984 1.5126 4.9982  0.20
N 1.5330 -0.1850 4.3134  0.20
H 0.3914 2.2565 5.6819  0.10
H -0.3733 1.4513 4.2399  0.07
H 0.7783 -0.2974 3.6381  0.07
H 1.7531 -1.0938 4.7308  0.09
C -5.4120 5.5477 4.2324  -0.74
O -6.6048 5.3818 4.2299  0.03
N -4.6310 4.8764 3.3587  0.17
N -4.8673 6.5269 4.9785  0.15
H -5.2251 4.4233 2.6727  0.10
H -3.6398 4.9306 3.1643  0.07
H -5.5726 6.9041 5.5804  0.10
H -3.8849 6.5344 5.1684  0.10
C -3.3160 -5.0380 7.1878  -0.75
O -3.4564 -6.1897 7.4973  0.03
N -3.0182 -4.1240 8.1145  0.17
N -3.4785 -4.6837 5.8952  0.16
H -3.1867 -3.1483 7.8818  0.07
H -3.2610 -4.4698 9.0324  0.11
H -3.5863 -3.6905 5.8034  0.07
H -4.2205 -5.2578 5.5256  0.12
C 2.8578 -4.8170 3.1494  -0.64
O 3.3990 -3.8389 3.6644  -0.03
N 3.5461 -5.6206 2.3308  0.18
N 1.5017 -5.0489 3.3576  0.18
H 4.5467 -5.4617 2.4170  0.11
H 3.2979 -6.5448 2.0839  0.08
H 1.1611 -4.4159 4.0882  0.07
H 1.0124 -5.8794 3.0999  0.05
C -4.9066 1.2848 1.4548  -0.77
O -5.8828 1.8575 1.0234  0.01
N -3.8821 1.0250 0.5885  0.17
N -4.8968 0.9441 2.7027  0.21
H -4.4664 0.8822 -0.2395  0.09
H -3.2575 0.2779 0.8068  0.06
H -4.1806 0.4494 3.1900  0.07
H -5.7582 1.2674 3.0968  0.12
C 0.7963 -5.8036 0.2443  -0.73
O 0.8811 -6.7508 1.0691  -0.05
N 1.4207 -5.9179 -0.8745  0.21
N 0.0840 -4.7401 0.5427  0.20
H 2.1324 -6.6337 -0.7841  0.11
H 1.5050 -5.0885 -1.4323  0.07
H 0.3337 -3.9146 0.0298  0.08
H 0.2098 -4.5804 1.5334  0.07
C -2.4409 -1.0174 5.7929  -0.71
O -2.4018 -1.4175 6.9695  -0.03
N -2.1174 -1.7858 4.7414  0.19
N -2.9646 0.1332 5.4794  0.18
H -1.4068 -2.4692 4.9796  0.08
H -1.9904 -1.2865 3.8703  0.04
H -3.2715 0.6567 6.2793  0.12
H -2.6416 0.5954 4.6319  0.07
C -0.0236 -3.5133 -3.5241  -0.74
O 0.7368 -3.4976 -2.5777  0.00
N 0.1953 -4.4080 -4.4694  0.20
N -1.0144 -2.6527 -3.5163  0.20
H 1.0700 -4.8819 -4.3514  0.07
H -0.4007 -4.4039 -5.3023  0.11
H -1.7620 -2.6983 -4.1755  0.05
H -1.2631 -2.4001 -2.5773  0.11
C 1.2166 -2.7790 6.6029  -0.76
O 0.5306 -3.2707 5.7189  -0.02
N 0.5236 -2.2640 7.6009  0.20
N 2.5080 -2.8347 6.4516  0.20
H -0.4280 -2.2715 7.3020  0.06
H 0.8529 -1.3375 7.8654  0.10
H 2.6829 -3.1732 5.5196  0.06
H 3.1911 -2.1841 6.8385  0.12
C -1.4432 3.8589 1.8458  -0.77
O -1.2651 5.0136 2.1636  0.02
N -0.8932 3.4015 0.7367  0.18
N -2.1373 2.9426 2.5465  0.16
H -0.6241 4.1783 0.1610  0.10
H -1.2241 2.5641 0.2840  0.08
H -2.0502 1.9122 2.5221  0.03
H -2.1651 3.2768 3.5145  0.10
C -3.8341 5.1459 -2.0824  -0.67
O -3.2578 6.2261 -2.1872  0.01
N -4.8947 4.8581 -2.8297  0.18
N -3.2941 4.2055 -1.2320  0.17
H -5.3033 3.9359 -2.8780  0.10
H -4.8273 5.3722 -3.6929  0.11
H -4.0003 3.6022 -0.8363  0.08
H -2.7564 4.7354 -0.5527  0.09

Forces on the atoms, in the same order (eV/Å):
1.0 -0.9 -0.4
-0.5 1.0 -0.7
-0.9 0.6 0.6
-0.4 0.0 -0.6
0.1 0.0 0.3
-0.2 0.0 0.3
-0.6 -0.4 0.4
1.1 -0.3 0.1
-0.5 0.6 -0.9
-0.4 -0.2 1.0
-1.4 -1.9 -0.2
-0.9 -1.3 1.3
2.4 -0.3 -1.8
0.3 2.3 0.3
-1.0 -0.3 -0.3
0.2 0.1 -0.7
0.1 0.4 -0.3
0.5 -0.1 -0.6
0.8 0.2 0.2
-0.2 0.3 0.0
0.7 0.5 0.1
-0.1 0.3 0.0
-0.2 0.6 0.0
0.5 0.6 0.1
-0.5 0.1 0.2
-0.2 0.1 0.3
0.0 -1.3 0.6
0.1 -0.3 0.2
0.6 -0.5 0.0
0.1 -0.1 0.7
-0.2 -0.2 -0.2
-0.5 0.5 0.2
-1.4 0.4 -1.4
-0.1 -0.6 1.4
0.7 1.2 -1.3
1.0 -0.3 0.7
-1.4 0.6 -0.2
0.1 -2.3 0.9
0.6 0.9 -0.5
-0.2 -1.4 -0.2
1.2 0.3 1.0
0.1 -0.7 0.5
0.2 0.8 0.4
0.0 -0.1 0.2
-0.2 0.0 0.0
0.3 0.5 -0.1
0.3 0.0 -0.3
-0.2 -0.6 -0.4
-0.2 0.4 -0.2
-0.7 0.0 -0.2
0.6 0.4 0.2
0.0 0.5 0.8
-0.3 0.3 -0.7
-0.1 -0.1 -0.5
-0.4 0.1 0.4
-0.2 0.1 -0.7
0.7 0.2 -1.0
-0.4 -0.6 -0.6
1.5 0.3 1.5
0.1 -0.6 1.3
-2.5 0.6 -1.2
1.6 0.1 0.3
-1.0 -0.8 0.8
0.5 1.3 -0.4
-0.4 -0.2 -1.7
0.0 -0.9 0.4
-0.4 1.0 -0.8
-0.8 -0.2 0.2
-0.2 -0.5 -0.1
0.2 0.9 -0.3
-0.2 -0.2 0.1
-0.1 0.6 0.2
1.2 0.0 0.0
0.7 -0.1 -0.2
-0.2 -0.3 0.0
-0.4 0.0 0.1
0.1 0.0 0.4
-0.4 0.2 0.7
0.1 0.2 -0.2
0.3 -1.0 0.2
-0.8 1.0 -0.2
-0.4 0.9 -0.4
-0.1 -0.7 0.3
0.9 2.2 -1.8
-1.0 0.1 1.4
0.3 -1.4 -0.9
-0.7 -1.4 1.3
-0.4 0.5 0.2
0.3 0.0 -0.6
0.0 -0.6 -0.4
0.0 -0.7 -0.1
0.3 -0.2 0.8
0.8 -0.5 -0.5
0.2 -0.2 0.6
-0.1 -0.1 0.1
0.1 -0.1 0.9
0.4 0.0 0.1
-0.2 0.0 -0.3
0.1 0.6 0.0
0.0 -0.1 -0.3
0.3 0.2 -0.1
-0.1 0.1 -0.3
0.6 0.1 -0.2
-0.5 0.4 0.5
-1.2 -0.3 -0.3
0.8 -0.4 0.5
0.9 -0.5 1.1
0.0 -0.4 0.4
-0.6 -1.0 -0.2
-0.4 1.2 -0.7
-0.3 -0.9 -0.3
-1.6 1.3 2.2
2.0 -2.4 -1.4
0.5 0.4 -0.3
-0.5 0.2 0.1
0.2 -0.2 -0.2
0.0 0.7 0.0
0.4 0.1 -0.4
-0.2 0.4 -0.4
-0.1 0.0 -0.3
-0.1 0.4 0.1
0.1 -0.2 0.1
0.2 0.1 0.2
0.4 0.9 0.1
0.6 -0.6 0.5
-0.1 0.8 0.1
-0.7 0.2 -0.1
0.0 0.2 -0.9
-0.2 0.2 0.1
1.3 -0.2 -0.4
-1.3 -0.1 -0.5
0.4 -0.3 0.7
-0.4 -0.2 -0.3
0.6 -0.9 1.3
0.1 0.3 0.8
-0.5 0.2 -0.4
-0.2 0.2 -0.9
0.8 0.0 0.3
-0.6 0.4 -0.2
-0.5 -0.1 0.3
0.4 0.2 0.3
0.0 0.2 -0.2
-0.6 0.5 0.2
0.1 0.3 0.6
0.1 -0.4 -0.5
0.2 0.7 -0.4
-0.2 -0.3 -0.9
0.3 0.0 0.0
-0.4 0.0 -0.1
-0.2 0.4 -0.4
0.0 -0.6 0.1
0.5 -0.4 0.4
-1.4 -0.3 -0.2
1.0 -0.2 -0.3
0.0 -0.4 1.5
-0.1 -0.3 -2.0
-1.0 -0.1 0.5
-0.1 0.9 0.3
-0.1 -0.2 0.2
0.9 -0.1 0.7
-0.8 0.7 -0.8
0.7 0.3 0.5
-0.3 0.1 0.2
-0.2 -0.1 -0.7
0.4 0.2 -0.1
-0.2 0.3 -0.1
0.9 -0.1 -0.1
-0.3 -0.1 0.4
0.2 -0.2 0.1
0.4 0.0 -0.2
0.1 0.0 -0.4
0.4 0.4 0.1
-0.4 -0.2 -0.6
-0.2 -0.6 0.2
-0.5 0.7 0.2
0.5 -0.9 0.7
0.0 -0.6 -1.8
0.2 0.5 0.2
-0.7 0.7 0.2
0.2 0.1 -0.5
0.8 -1.0 0.3
0.0 0.5 0.0
-0.5 -0.2 0.9
0.1 -0.2 0.7
0.2 0.2 1.7
0.7 0.0 0.7
-1.2 2.7 0.5
0.4 -3.4 -1.4
-1.1 0.1 -0.5
0.2 0.1 -0.1
0.3 0.0 -0.1
0.3 0.0 -0.6
0.7 0.4 -1.1
-1.9 -0.4 0.3
0.0 -1.0 -0.8
0.4 0.2 0.4
0.5 -0.2 0.1
-0.2 0.4 0.2
0.4 0.3 0.6
0.1 0.3 0.3
-0.1 -0.8 0.3
-0.3 -2.5 0.7
0.1 1.6 0.6
-0.1 1.0 -0.7
0.4 -0.1 0.3
0.3 0.3 -0.1
-0.2 0.4 -0.7
0.1 0.1 -0.5
-2.4 0.0 0.5
0.3 0.6 0.2
1.9 0.1 -0.3
1.7 1.5 0.5
-0.4 -0.1 -0.2
-0.9 -0.7 -0.2
-0.4 -0.5 -0.1
0.1 -0.5 -0.3
0.2 0.5 -1.1
-1.6 1.2 -1.2
-0.4 -0.1 -1.3
0.1 -0.6 2.3
1.2 -0.1 -0.4
0.5 -0.5 0.4
0.3 -0.2 0.1
0.0 -0.2 1.0
0.0 -3.5 3.3
-0.1 0.4 0.1
1.6 -0.2 -2.5
-1.1 2.4 0.7
-0.1 0.3 -0.9
0.4 0.2 -0.8
-0.1 0.4 -0.4
-0.5 0.2 0.2
0.1 -2.4 1.2
0.1 -0.1 0.0
0.9 -1.0 -0.1
-1.1 3.1 -0.7
0.0 -0.2 -0.2
0.1 0.2 -0.4
0.1 0.4 -0.1
-0.1 -0.1 0.3
1.0 -0.3 1.4
1.7 -0.1 2.3
-1.5 -0.4 -2.4
-2.0 1.0 -0.3
0.4 -0.3 -0.6
0.9 -0.3 0.5
-0.3 0.2 -0.6
0.0 0.4 0.0
-2.1 -0.2 -0.8
-1.2 -1.8 -2.6
0.8 1.8 2.4
3.4 0.6 0.2
-1.0 0.3 0.3
-0.2 -0.2 0.3
0.8 -0.2 -0.3
-0.7 -0.3 0.1
-0.1 -1.2 0.5
-0.3 1.7 1.1
1.1 -0.5 -2.5
-0.8 0.7 2.5
0.3 -0.2 -0.6
0.0 0.0 0.1
0.6 -0.2 -0.6
-0.4 -0.3 -0.4
2.5 1.1 0.8
-0.4 0.0 -0.1
-1.3 -0.6 -1.2
-0.8 0.2 0.1
0.3 0.1 0.1
-0.5 0.0 -0.1
0.2 -0.4 0.5
0.0 -0.5 0.2

(2)
Here is a 2-piece molecular cluster, H4O2 overall from the Open Molecules 2025 dataset. Energies are from ωB97M-V/def2-TZVPD.

Charge   -1
HOMO energy (spin up / spin down)   1.35 / -6.10 eV
2S+1   2
Electronic energy   -152.821689 Eh
HOMO-LUMO gap (spin up / spin down)   2.74 / 10.14 eV
ΔE to the lowest compared entry with this formula, charge and spin   37.2 kJ/mol
E_LUMO (spin up / spin down)   0.1501 / 0.1483 Eh

Each line ends with the Löwdin charge.
Positions of all 6 atoms, in Å:
H 1.0156 -0.8960 0.8410  -0.01
H 2.4479 -1.4664 1.0349  0.02
O 1.5323 -1.5062 1.3684  -0.20
H -1.9749 0.6925 -1.4977  -0.12
H -1.6760 2.0474 -0.8421  -0.11
O -1.3450 1.1288 -0.9046  -0.57

Forces on the atoms, in the same order (eV/Å):
-0.2 0.3 -0.4
-0.8 0.1 0.1
0.8 -0.4 0.2
-0.3 -0.2 -0.3
-0.1 0.1 -0.1
0.5 0.0 0.4

- The lowest electronic energy belongs to which entry?
  C56H158N31O27

- Among the records above, which one has the highest electronic energy?
  H4O2

- Among the records above, which one has the highest electronic energy?
  H4O2